Entry 1:
Computed, not measured: one molecule with the formula C3H2ClNO, with the ωB97M-V functional and the def2-TZVPD basis.

Values from the calculation:
Strongest force on any atom, eV/A: 5.1
2S+1: 3
Net charge: 0
Relative energy (zero: lowest compared OMol25 entry of this formula, charge and spin), kcal per mole: 30.1
Orbital gap (spin up / spin down), Ha: 0.374 / 0.273
Energy, hartree: -705.4820
LUMO energy (spin up / spin down), eV: 0.83 / -2.03

Structure (XYZ):
```
8
Properties=species:S:1:pos:R:3:forces:R:3
C -0.454 0.826 0.031 1.3096 1.1210 -0.6925
C 1.265 -0.935 -0.052 3.7238 3.1687 1.4463
C -1.570 0.186 -0.276 1.6059 0.3203 0.6129
N 0.765 -2.039 -0.022 -1.3799 -1.2421 -0.3345
O 0.878 0.413 -0.097 -0.4612 -2.4406 -0.3184
Cl -3.150 0.492 -0.009 -0.7925 0.1590 -0.0404
H -0.162 1.895 0.199 -1.9693 -0.5154 0.1945
H 2.427 -0.836 0.226 -2.0365 -0.5710 -0.8679
```
Forces are in eV/Å.

Entry 2:
Computed, not measured: C34H25Br2N4O7ScTe4 as an isolated structure, with the ωB97M-V functional and the def2-TZVPD basis.

Values from the calculation:
Strongest force on any atom, eV/A: 0.9
Net charge: -2
Relative energy (zero: lowest compared OMol25 entry of this formula, charge and spin), kcal per mole: 45.1
Orbital gap, Ha: 0.173
Energy, hartree: -9037.5066
LUMO energy, eV: 3.27

Structure (XYZ):
```
77
Properties=species:S:1:pos:R:3:forces:R:3
Sc -0.854 2.383 -0.415 -0.7171 0.0954 -0.1635
C 2.664 2.694 0.727 0.0229 -0.0122 -0.0282
O 1.811 1.794 0.041 0.0625 -0.0925 -0.0187
C 2.395 0.720 -0.562 0.2254 0.1577 0.0908
C 3.717 0.364 -0.396 -0.0023 -0.0332 -0.0191
C 4.191 -0.765 -1.058 -0.0565 -0.0347 -0.0436
Br 6.015 -1.260 -0.821 -0.0212 0.0054 -0.0054
C 3.381 -1.519 -1.866 0.0664 0.0278 0.0415
C 2.042 -1.149 -2.041 -0.1125 -0.1900 0.0727
C 1.534 -0.039 -1.377 0.2189 0.0376 -0.2560
O 0.279 0.407 -1.396 -0.1539 -0.0648 0.1856
C 1.193 -2.036 -2.852 -0.0425 0.0151 0.0306
N 1.273 -3.348 -2.816 0.0404 0.0571 -0.0010
C 0.297 -3.781 -3.693 -0.0663 -0.0382 -0.0762
C -0.084 -5.077 -4.045 0.0099 0.0147 0.0205
C -1.121 -5.223 -4.945 -0.0017 -0.0149 -0.0044
C -1.781 -4.109 -5.492 -0.0034 0.0019 0.0012
C -1.423 -2.818 -5.155 0.0016 -0.0417 -0.0082
C -0.373 -2.683 -4.253 0.0793 0.0263 0.0802
N 0.229 -1.579 -3.697 -0.0860 -0.0200 -0.0574
H 3.091 2.223 1.619 0.0063 -0.0020 -0.0095
H 2.040 3.533 1.014 -0.0098 0.0352 0.0044
H 3.458 3.045 0.064 0.0060 -0.0060 -0.0044
H 4.386 0.941 0.222 -0.0332 0.0317 0.0144
H 3.743 -2.404 -2.368 -0.0011 -0.0018 -0.0003
H -0.410 0.085 -2.039 0.1352 0.0529 -0.0768
H 0.419 -5.934 -3.615 0.0068 0.0050 0.0060
H -1.443 -6.217 -5.232 0.0023 -0.0006 0.0003
H -2.599 -4.269 -6.183 0.0006 0.0074 -0.0012
H -1.939 -1.956 -5.553 -0.0060 0.0306 0.0056
H 0.036 -0.617 -3.980 0.0336 0.0233 -0.0044
Te -2.477 1.054 -3.068 0.0600 -0.0445 -0.0910
Te -1.170 1.326 -5.424 0.0924 -0.0588 0.0180
Te 0.196 3.690 -5.186 -0.1251 0.0838 -0.0106
Te 1.292 3.562 -2.736 0.1307 -0.1778 0.0286
O 0.364 -3.605 4.447 -0.0512 -0.0883 -0.0250
C 0.272 -2.439 5.118 0.0494 0.0967 0.0148
O 0.321 -2.436 6.321 0.0223 -0.0092 -0.0138
C 0.134 -1.202 4.293 0.0226 -0.1406 -0.0381
C -0.389 -0.069 4.901 -0.0785 0.1171 0.0066
C -0.578 1.094 4.179 0.0369 -0.1307 -0.0332
C -0.200 1.153 2.835 -0.0916 -0.1423 -0.0121
C 0.313 0.011 2.223 -0.0103 0.0749 0.0758
C 0.479 -1.155 2.945 0.0208 0.0348 0.0430
N -0.331 2.314 2.033 0.1326 -0.1676 -0.0060
C -0.304 3.449 2.601 0.1218 -0.1052 0.2046
C -0.347 4.677 1.836 -0.3126 0.3997 -0.1199
C -0.539 5.891 2.489 0.0254 -0.0163 0.0338
C -0.587 7.051 1.738 -0.0156 0.0075 0.1774
C -0.442 6.941 0.368 0.0400 -0.1148 -0.2381
C -0.277 5.688 -0.206 -0.1885 0.1551 -0.2041
N -0.250 4.567 0.506 0.8229 -0.0411 0.3399
H 0.095 -3.489 3.522 -0.0126 0.0214 0.0104
H -0.686 -0.128 5.940 0.0010 -0.0048 0.0002
H -1.058 1.937 4.656 -0.0180 0.0379 -0.0113
H 0.544 0.037 1.172 -0.0187 0.0125 -0.0338
H 0.879 -2.022 2.431 0.0076 -0.0064 -0.0092
H -0.218 3.554 3.683 0.0311 -0.0011 0.0481
H -0.648 5.897 3.567 0.0009 0.0590 -0.0017
H -0.730 8.017 2.204 -0.0051 -0.0206 0.0375
H -0.448 7.813 -0.272 -0.0213 0.0081 0.0023
H -0.177 5.551 -1.276 0.0082 0.0535 0.0187
O -2.179 3.474 -0.316 -0.4061 0.2305 -0.1098
Br -3.487 -1.716 3.554 -0.0026 0.0267 -0.0320
C -2.491 -2.375 2.073 0.0192 -0.0465 0.0003
C -1.977 -3.661 2.205 0.0346 -0.0099 -0.0075
C -1.197 -4.202 1.192 -0.0037 0.0111 0.0045
C -0.947 -3.457 0.044 -0.0181 -0.0022 0.0009
C -1.472 -2.181 -0.064 0.0361 0.0039 -0.0464
C -2.245 -1.604 0.945 0.0322 -0.1137 0.0585
C -2.759 -0.181 0.740 -0.2932 0.1900 -0.1062
O -3.936 0.040 0.994 0.1231 -0.0238 0.0572
O -1.877 0.609 0.279 0.2066 -0.2202 0.1376
H -2.190 -4.226 3.104 -0.0060 -0.0104 -0.0066
H -0.801 -5.205 1.295 -0.0004 0.0049 0.0038
H -0.346 -3.859 -0.763 0.0048 -0.0139 0.0291
H -1.295 -1.593 -0.957 -0.0088 0.0093 0.0294
```
Forces are in eV/Å.

Entry 3:
Computed, not measured: a 2-piece molecular cluster, C11H16O3S overall, with the ωB97M-V functional and the def2-TZVPD basis.

Values from the calculation:
Strongest force on any atom, eV/A: 2.1
Net charge: 0
Relative energy (zero: lowest compared OMol25 entry of this formula, charge and spin), kcal per mole: 122.1
Orbital gap (spin up / spin down), Ha: 0.288 / 0.288
Energy, hartree: -1052.4839
LUMO energy (spin up / spin down), eV: 0.34 / 0.34

Structure (XYZ):
```
31
Properties=species:S:1:pos:R:3:forces:R:3
C -4.986 0.940 0.134 -0.3413 -0.2891 0.1886
C -3.703 1.537 -0.201 0.1666 -0.0833 -0.1093
C -5.005 -0.389 0.021 0.1435 -0.2879 -0.3863
C -2.759 0.670 -0.578 1.7735 0.3093 -0.9916
C -0.228 1.402 -1.181 -0.6538 -1.5255 0.9324
C 0.927 -0.507 -0.942 0.8090 -0.6605 0.4302
C 0.803 0.248 0.430 0.2674 -0.9820 0.6277
C 2.346 -0.520 -1.517 -0.4235 0.2306 0.0069
C 0.345 -1.914 -0.956 -0.1919 0.4391 -0.0247
C -0.214 -0.364 1.389 -0.0990 0.3453 -0.3085
C 2.120 0.479 1.164 -0.2913 0.2314 -0.3389
O -2.742 -1.903 0.118 0.3001 -0.8243 0.2547
O 0.146 0.329 -1.837 -0.4665 1.3650 0.2814
O 0.280 1.543 0.021 -0.4472 0.3991 -1.4058
S -3.480 -0.963 -0.770 -0.6678 1.7440 0.5281
H -5.813 1.542 0.482 -0.2092 -0.0615 0.0252
H -3.541 2.598 -0.083 0.0665 0.1891 0.0247
H -5.818 -1.067 0.188 -0.2307 -0.1264 0.0656
H -0.648 2.242 -1.699 -0.1115 0.0835 -0.0407
H 2.314 -0.956 -2.511 0.0130 -0.0638 -0.0783
H 3.005 -1.116 -0.894 0.0711 -0.0688 0.0693
H 2.743 0.489 -1.601 0.1003 0.0614 0.0062
H -0.700 -1.923 -0.654 -0.0272 -0.0328 0.0912
H 0.914 -2.556 -0.288 0.0770 -0.0392 0.0299
H 0.409 -2.308 -1.966 0.0964 -0.0868 -0.1123
H 0.088 -1.362 1.687 0.0788 -0.1108 0.0230
H -1.198 -0.420 0.928 0.0139 -0.1110 0.0433
H -0.289 0.264 2.273 0.0585 0.0407 0.0862
H 2.837 1.024 0.560 0.1060 0.0093 -0.0549
H 2.545 -0.478 1.455 0.0353 -0.0891 0.0368
H 1.923 1.059 2.061 -0.0158 -0.0049 0.0997
```
Forces are in eV/Å.

Entry 4:
Computed, not measured: one molecule with the formula C3H3NO3, with the ωB97M-V functional and the def2-TZVPD basis.

Values from the calculation:
Strongest force on any atom, eV/A: 0.6
Net charge: 0
Relative energy (zero: lowest compared OMol25 entry of this formula, charge and spin), kcal per mole: 38.2
Orbital gap, Ha: 0.367
Energy, hartree: -396.5636
LUMO energy, eV: -0.72

Structure (XYZ):
```
10
Properties=species:S:1:pos:R:3:forces:R:3
H -1.217 -1.963 -0.098 0.2727 0.0461 -0.0616
N -0.713 -1.207 0.366 0.0397 0.2437 -0.2656
C -0.042 -0.496 -0.435 -0.2484 -0.1708 0.2506
C 0.085 -0.746 -1.923 0.1059 0.2695 -0.4012
O 0.480 0.072 -2.707 -0.1365 -0.3595 0.4279
O 0.630 0.608 -0.020 0.0960 -0.0408 0.0050
C 0.105 1.278 1.068 0.0649 0.3887 0.2716
O 0.718 2.115 1.648 -0.1566 -0.4669 -0.3863
H -0.252 -1.754 -2.235 -0.0121 0.0506 0.0500
H -0.922 0.962 1.270 -0.0257 0.0394 0.1095
```
Forces are in eV/Å.

Entry 5:
Computed, not measured: F18K5P3 as an isolated structure, with the ωB97M-V functional and the def2-TZVPD basis.

Values from the calculation:
Strongest force on any atom, eV/A: 3.6
Net charge: +2
Relative energy (zero: lowest compared OMol25 entry of this formula, charge and spin), kcal per mole: 0.0
Orbital gap, Ha: 0.347
Energy, hartree: -5821.7403
LUMO energy, eV: -6.65

Structure (XYZ):
```
26
Properties=species:S:1:pos:R:3:forces:R:3
K 2.165 2.325 3.172 -0.5735 -0.4647 0.2728
K 5.371 -2.254 -0.193 -0.0838 -0.0739 0.1374
K -1.509 -0.164 0.020 -0.4119 -0.2661 0.4005
K 1.861 -0.378 -3.981 -0.5602 -0.2809 0.0356
K 0.079 4.291 -1.244 -0.1215 -0.0329 0.0221
P -1.993 -1.607 -3.118 -3.5666 -0.4441 0.2651
F -3.394 -1.547 -2.293 0.3420 0.1177 0.5843
F -2.744 -1.167 -4.451 0.2422 -0.2737 -0.3111
F -1.919 0.016 -2.749 1.8455 0.1684 0.2074
F -0.603 -1.659 -3.943 0.9276 0.5975 0.1035
F -1.148 -1.969 -1.757 0.2022 0.5583 -0.0093
F -2.287 -3.144 -3.319 0.8206 -0.3516 -0.7007
P -1.340 0.606 3.672 -1.4763 -0.4448 1.2873
F -1.167 -0.700 2.689 -0.4396 0.1313 0.0291
F -0.491 1.456 2.548 0.8134 0.5366 -0.8948
F -2.724 0.992 2.885 0.9331 0.1159 -0.0421
F -1.352 1.966 4.550 0.0312 -0.2486 -0.3469
F -2.203 -0.144 4.779 0.5302 -0.2010 -0.5949
F 0.047 0.132 4.375 0.3215 0.5678 -0.1266
P 2.198 0.435 -0.212 -0.4538 -1.1846 -0.6378
F 2.977 -1.002 -0.153 0.6294 0.0755 -0.1843
F 3.335 1.092 0.706 -0.1904 0.0622 0.5895
F 3.053 0.868 -1.519 0.0114 0.2976 -0.1101
F 1.370 1.856 -0.184 0.1438 0.2353 -0.6664
F 1.138 -0.247 -1.253 -0.1456 0.6069 -0.0927
F 1.282 -0.052 0.975 0.2290 0.1961 0.7829
```
Forces are in eV/Å.